Version P
The molecule C18H22N8O3, computed with the ωB97M-V functional and the def2-TZVPD basis.

Last column: natural (NBO) charge in e.
Geometry (Å):
1 O -2.31546 -0.43841 4.53562  -0.72
2 O -0.52117 -2.15284 3.20006  -0.66
3 O -0.70606 1.06346 -0.23965  -0.67
4 N 2.92827 -0.58546 0.32102  -0.34
5 N -2.47250 0.08917 -3.15504  -0.42
6 N -0.07309 0.70712 -4.30364  -0.32
7 N -0.85493 -0.19183 2.10332  -0.64
8 N -0.79817 0.40903 -6.37563  -0.26
9 N 0.51281 0.75626 -6.40419  -0.23
10 N -2.54199 -0.29735 -0.47056  -0.60
11 N 1.76996 -1.30598 -1.42302  -0.48
12 C 1.39570 -1.04575 2.27871  -0.52
13 C -1.51971 0.44973 -0.92080  0.67
14 C 1.73440 -1.06842 0.82089  0.11
15 C 4.74424 1.15841 0.53501  -0.42
16 C -2.30408 -0.09327 2.10221  0.08
17 C -0.09082 -1.19715 2.56067  0.70
18 C -2.36335 0.06616 -4.45549  0.08
19 C -0.17601 0.75316 -2.95153  0.06
20 C 0.94003 0.92893 -5.18197  0.13
21 C 2.89513 -0.76062 -1.02842  0.16
22 C -2.95601 -0.76881 3.32238  -0.06
23 C 3.82876 1.31666 1.71129  -0.42
24 C -2.65592 1.39486 2.13521  -0.62
25 C -2.88894 -0.77902 0.86547  -0.22
26 C -1.15309 0.37494 -5.10249  0.22
27 C 1.05288 -1.50604 -0.28783  -0.09
28 C 4.01356 -0.03521 1.07965  -0.06
29 C -1.38697 0.44635 -2.40993  0.01
30 H 1.91869 -1.83122 2.82353  0.25
31 H 0.70006 0.99604 -2.37012  0.26
32 H 1.93586 1.19973 -4.87758  0.21
33 H -3.98754 -0.42942 3.40941  0.18
34 H -2.22874 1.94191 1.29443  0.23
35 H 2.88232 1.82121 1.57023  0.23
36 H -0.42062 0.43048 1.42934  0.44
37 H 4.57386 -0.78569 1.62015  0.22
38 H 4.25072 1.48460 2.69265  0.23
39 H -3.97863 -0.75600 0.93589  0.21
40 H 3.73182 -0.47213 -1.64577  0.20
41 H 4.43769 1.57138 -0.41559  0.22
42 H -2.28163 1.85023 3.05239  0.23
43 H -2.96067 -1.85642 3.20945  0.19
44 H 5.81235 1.21408 0.68912  0.23
45 H -3.73724 1.54015 2.10919  0.21
46 H 1.70812 -0.09661 2.72541  0.24
47 H -3.14761 -0.61177 -1.21812  0.43
48 H -2.60639 -1.83588 0.91261  0.21
49 H -1.46916 -0.90551 4.51820  0.48
50 H -3.23649 -0.20966 -5.02945  0.22
51 H 0.06578 -1.94755 -0.29667  0.20

Results
SMILES	C[C@@](CO)(CNC(=O)c1cn2cnnc2cn1)NC(=O)Cc1cncn1C1CC1
LUMO energy	-0.19	eV
Kohn-Sham gap	0.3179	hartree
multiplicity	1
total charge	0

Version Q
The molecule C18H22N8O3, computed with the ωB97M-V functional and the def2-TZVPD basis.

Last column: natural (NBO) charge in e.
Geometry (Å):
1 O 0.60257 0.23058 2.30848  -0.73
2 O 2.38313 0.49356 -2.72694  -0.66
3 O 2.09504 -1.89185 1.58001  -0.68
4 N 0.11533 0.13537 -2.66091  -0.60
5 N 5.16726 -0.41972 -1.61632  -0.35
6 N 1.20430 0.41006 -8.76030  -0.26
7 N 2.53006 0.22165 -8.99031  -0.23
8 N -0.03778 0.54819 -5.34977  -0.42
9 N 2.02155 -0.43335 -0.19151  -0.66
10 N 2.26041 0.27339 -6.82368  -0.32
11 N 4.65939 -1.43791 -3.51680  -0.48
12 C 0.69990 0.20509 -0.14529  0.09
13 C 3.15307 0.13804 -7.84381  0.13
14 C -0.15796 -0.33555 -1.30348  -0.21
15 C 5.71308 1.96998 -1.06087  -0.42
16 C -0.11297 0.56629 -6.63896  0.09
17 C 2.57455 -1.39492 0.56486  0.71
18 C 4.96913 1.41770 0.12001  -0.41
19 C 1.28931 0.37027 -3.26749  0.67
20 C 2.35168 0.27249 -5.45673  0.04
21 C 5.30128 -0.44047 -2.96718  0.19
22 C 0.88600 1.71837 -0.22449  -0.63
23 C 5.80799 0.51014 -0.73168  -0.07
24 C 3.98198 -1.81616 0.12657  -0.52
25 C 4.38743 -1.50972 -1.27599  0.09
26 C -0.07724 -0.13630 1.13778  -0.06
27 C 1.04615 0.43499 -7.45783  0.23
28 C 4.09374 -2.11623 -2.46514  -0.08
29 C 1.20433 0.42899 -4.76268  0.00
30 H -1.08075 0.67082 -7.11436  0.22
31 H 4.66042 -1.32898 0.83039  0.25
32 H 4.20834 -0.01809 -7.70103  0.22
33 H 3.30966 0.10532 -4.98468  0.27
34 H 1.52597 1.99704 -1.06029  0.23
35 H 4.05269 -2.88484 0.32532  0.26
36 H 2.49999 -0.21181 -1.06346  0.45
37 H 5.87815 0.31019 -3.48447  0.20
38 H -1.00703 0.43639 1.10468  0.18
39 H 1.22896 -0.49674 2.46565  0.50
40 H -0.33043 -1.20135 1.14350  0.18
41 H 5.11879 2.23102 -1.92518  0.23
42 H -0.08153 2.20909 -0.34754  0.21
43 H -0.08956 -1.42705 -1.27964  0.21
44 H 3.89674 1.32792 0.03767  0.24
45 H 5.33495 1.63996 1.11248  0.22
46 H 6.58736 2.58074 -0.89214  0.22
47 H -0.66447 0.11295 -3.30374  0.43
48 H -1.19828 -0.06939 -1.10732  0.21
49 H 6.73997 0.15416 -0.31008  0.22
50 H 1.33422 2.06623 0.70578  0.24
51 H 3.48930 -2.99615 -2.62025  0.21

Results
SMILES	C[C@@](CO)(CNC(=O)c1cn2cnnc2cn1)NC(=O)Cc1cncn1C1CC1
LUMO energy	-0.26	eV
Kohn-Sham gap	0.3135	hartree
multiplicity	1
total charge	0

Best to worst by energy: version Q, version P.